Arrangement w

DFT (wB97M-V/def2-TZVPD) results for 2 unconnected molecules or ions with the total composition C4H6N3O.

lowest unoccupied orbital energy = -4.31 eV
orbital gap = 11.22 eV
E_HOMO = -15.527 eV
net charge = +1

CARTESIAN COORDINATES (ANGSTROEM)
C 0.91704 -0.40971 -0.51863
C 1.42258 -2.71329 -0.25077
C 0.57328 1.89997 -0.34306
C -1.84015 0.07824 0.37862
N 1.49197 -1.51623 -0.25463
N 1.05942 0.61271 -0.98414
N -0.71582 -0.35459 0.70946
O 1.50962 -3.85276 -0.22533
H -0.20561 1.64251 0.38586
H -0.20030 2.28650 -1.11453
H 1.36453 2.52432 0.04171
H -2.64296 0.27535 1.14112
H -0.63629 -0.63430 1.69104
H -2.09730 0.16127 -0.65670

***

Arrangement x

DFT (wB97M-V/def2-TZVPD) results for a gas-phase ion, C4H6N3O (charge +1).

lowest unoccupied orbital energy = -4.68 eV
orbital gap = 8.32 eV
E_HOMO = -12.998 eV
net charge = +1

CARTESIAN COORDINATES (ANGSTROEM)
C -2.14866 0.08619 0.14670
C 0.27056 -0.99267 0.07551
C 2.21074 0.85752 0.03253
C -3.45892 0.47497 -0.08628
N -1.06694 -0.32801 0.20872
N 1.56667 -0.43149 0.08754
N 3.48907 0.70060 0.16236
O 0.10134 -2.15720 -0.08090
H -4.10212 -0.22973 -0.58952
H -3.11433 1.14968 -0.84414
H -4.07380 0.96822 0.68479
H 2.12940 -1.40330 -0.13115
H 4.08058 1.52026 0.27259
H 4.11642 -0.21504 0.06123

***

Arrangement y

DFT (wB97M-V/def2-TZVPD) results for a gas-phase ion, C4H6N3O (charge +1).

lowest unoccupied orbital energy = -5.62 eV
orbital gap = 10.43 eV
E_HOMO = -16.045 eV
net charge = +1
structure (SMILES) = CC(=O)[n+]1ccn[nH]1

CARTESIAN COORDINATES (ANGSTROEM)
C 1.22088 2.37094 0.65766
C 1.47421 1.27521 -0.13618
C 0.33518 -1.11545 -0.00480
C 0.97692 -2.00946 -1.14039
N 0.20153 2.08587 1.51385
N -0.19017 0.89714 1.20879
N 0.56120 0.32355 0.21846
O -0.36093 -1.59049 0.85804
H 1.82424 3.28498 0.86780
H 2.42786 0.99299 -0.68345
H 2.03671 -1.82844 -1.34561
H 0.49626 -1.84835 -2.14161
H 0.77701 -3.15192 -1.01601
H -0.86885 0.35061 1.72140

***

Short version: arrangement x is the least stable of them.

***

Arrangement w

DFT (wB97M-V/def2-TZVPD) results for a single C3H5IN2 molecule.

lowest unoccupied orbital energy = -0.28 eV
orbital gap = 8.98 eV
E_HOMO = -9.269 eV
structure (SMILES) = C[C@@H](C#N)NI

CARTESIAN COORDINATES (ANGSTROEM)
C -0.39695 -1.49769 0.12990
C 0.54912 0.53358 1.09815
C 0.23796 -0.24588 -0.17611
N -0.82515 -2.51622 0.42044
N -0.72591 0.74647 -0.98583
I -1.71110 -0.21564 -2.52027
H -0.38704 0.81010 1.58138
H 1.09298 1.44629 0.85422
H 1.14763 -0.06058 1.78495
H 1.13646 -0.43830 -0.77096
H -0.11800 1.43786 -1.41586

***

Arrangement x

DFT (wB97M-V/def2-TZVPD) results for a molecular structure, C3H5IN2.

lowest unoccupied orbital energy (alpha / beta) = -0.95 / -1.35 eV
orbital gap (alpha / beta) = 8.06 / 7.18 eV
E_HOMO (alpha / beta) = -9.013 / -8.528 eV

CARTESIAN COORDINATES (ANGSTROEM)
C 1.00096 -0.16805 -0.96245
C 1.66389 -0.54766 0.16542
C -1.17040 0.42637 -0.08015
N -0.28582 0.34964 -1.10838
N -0.98177 -0.20771 1.07575
I -2.57362 -0.63333 2.13031
H 1.54800 -0.09624 -1.82998
H 2.76766 -0.82234 -0.00415
H 1.17433 -0.28179 1.13668
H -0.92886 1.60783 0.07400
H -2.21436 0.37329 -0.59706

***

Short version: arrangement x is the least stable of them.

***

Arrangement w

DFT (wB97M-V/def2-TZVPD) results for a single C5H11N3O molecule.

lowest unoccupied orbital energy = 0.74 eV
orbital gap = 8.08 eV
E_HOMO = -7.343 eV
structure (SMILES) = [H]/N=C(CC)/C(N)=C(\N)O

CARTESIAN COORDINATES (ANGSTROEM)
C -0.65423 -1.04342 -1.03245
C -1.23668 0.05618 -1.90015
C 1.37682 0.61534 0.29963
C 0.28585 0.26992 1.05394
C -0.75361 -0.63422 0.53352
N 2.19822 -0.16718 -0.45354
N -0.06106 1.00448 2.20863
O 1.96424 1.83559 0.53691
N -1.81554 -0.91750 1.21669
H 1.31668 2.32917 1.07712
H 3.07327 0.30266 -0.66994
H 2.17483 -1.14942 -0.20766
H -0.98449 0.66202 2.50473
H 0.59969 0.79162 2.95419
H -2.36771 -1.65188 0.76394
H 0.32138 -1.36667 -1.39328
H -1.27217 -1.94432 -1.11789
H -0.61035 0.95360 -1.88070
H -2.23731 0.33331 -1.55449
H -1.31781 -0.27929 -2.93919

***

Arrangement x

DFT (wB97M-V/def2-TZVPD) results for a molecular structure, C5H11N3O.

lowest unoccupied orbital energy = 0.79 eV
orbital gap = 7.79 eV
E_HOMO = -6.992 eV

CARTESIAN COORDINATES (ANGSTROEM)
C 1.14416 -0.31440 -1.26318
C -2.09495 -0.15770 0.31145
C -0.04054 2.07237 -0.75961
C 0.95880 -1.02468 0.04519
C 0.08695 0.58817 -0.58962
N 1.13617 -2.29400 0.45037
O 0.40259 0.08393 2.05988
N 1.13605 0.08963 0.83284
N -0.96866 -0.28100 -0.58488
H 0.98798 0.55037 2.66678
H 1.01063 -3.01980 -0.23686
H 0.89881 -2.46933 1.41715
H 2.13798 0.11558 -1.38710
H 0.78041 -0.83123 -2.14481
H -1.86103 0.03663 1.36215
H -2.79692 0.61494 -0.03790
H -2.67022 -1.08642 0.27457
H -0.73436 2.47309 -0.01950
H -0.43644 2.28633 -1.75533
H 0.92258 2.56753 -0.64159

***

Arrangement y

DFT (wB97M-V/def2-TZVPD) results for a single C5H11N3O molecule.

lowest unoccupied orbital energy = 0.82 eV
orbital gap = 8.34 eV
E_HOMO = -7.516 eV

CARTESIAN COORDINATES (ANGSTROEM)
C 1.02505 -0.81096 -0.09371
C -0.36796 -0.94487 -0.22813
C -1.10162 -1.94255 -0.95409
C 2.98597 0.70067 -0.21988
C -2.98778 1.23927 0.33962
N 0.77605 1.24783 0.64670
N 1.55607 0.33894 0.21964
N -0.97697 0.22224 0.09026
O -2.29502 0.30854 -0.43816
H 1.86905 -1.49594 -0.34484
H -0.66700 -2.88303 -0.98214
H -1.35514 -1.61816 -1.95130
H -2.05190 -2.11411 -0.45589
H 3.43295 0.96629 0.79470
H 3.55797 -0.16068 -0.54438
H 2.93792 1.52164 -0.80449
H -4.10840 0.98362 0.43582
H -2.97776 2.21517 -0.14289
H -2.52099 1.20460 1.30948
H 1.31488 2.10391 0.69876

***

Arrangement z

DFT (wB97M-V/def2-TZVPD) results for a single C5H11N3O molecule.

lowest unoccupied orbital energy = 0.91 eV
orbital gap = 9.94 eV
E_HOMO = -9.032 eV
structure (SMILES) = [H]/N=C(\C[C@H](N)C=O)NC

CARTESIAN COORDINATES (ANGSTROEM)
C 0.40282 0.40104 1.54949
C -0.41350 -0.88362 1.30546
C -0.90975 -0.05074 -2.32423
N -1.16201 -0.38749 -0.93746
C -0.25815 -1.04244 -0.19338
N -0.39651 1.56364 1.31283
C 1.52942 0.35815 0.32690
N 0.86496 -1.43803 -0.73421
O 1.39946 1.28825 -0.47713
H -1.78968 0.22466 -0.43596
H 0.94372 0.38815 2.49796
H -0.14408 2.30491 1.95734
H 0.01233 1.90736 0.30883
H 1.38377 -2.09615 -0.16407
H 2.47526 -0.13653 0.57810
H -1.44717 -0.73921 1.61926
H 0.02648 -1.73556 1.82393
H -1.85801 0.03704 -2.85270
H -0.35011 0.88341 -2.40382
H -0.30925 -0.84684 -2.75713

***

Short version: arrangement y is the least stable of them.

***

Arrangement w

DFT (wB97M-V/def2-TZVPD) results for a single C5H11N3O molecule.

lowest unoccupied orbital energy = 0.80 eV
orbital gap = 9.29 eV
E_HOMO = -8.486 eV
structure (SMILES) = C=CN(N)[C@@H](C)C(N)=O

CARTESIAN COORDINATES (ANGSTROEM)
C -0.90242 -0.18848 -0.20183
C -0.54276 -0.81969 -1.53850
N 0.09971 0.50748 0.49313
C -1.41961 -1.46925 0.85473
N 1.32569 -0.12724 0.62194
N -0.43546 -2.22772 1.36664
C 0.14561 1.99861 -0.15626
C 1.26950 2.69477 -0.26183
O -2.60033 -1.67684 1.00541
H -1.80778 0.41210 -0.26405
H 1.88334 -0.10749 -0.23330
H 1.84821 0.31336 1.37259
H 0.51606 -1.89471 1.30158
H -0.66412 -2.97583 2.00501
H -0.82565 2.46046 -0.28086
H -1.36657 -1.45178 -1.86466
H -0.36793 -0.03903 -2.27802
H 0.34289 -1.44702 -1.45999
H 2.24227 2.27999 -0.02877
H 1.25935 3.75830 -0.45296

***

Arrangement x

DFT (wB97M-V/def2-TZVPD) results for 2 unconnected molecules or ions with the total composition C5H11N3O.

lowest unoccupied orbital energy (alpha / beta) = 0.63 / 0.63 eV
orbital gap (alpha / beta) = 7.66 / 7.66 eV
E_HOMO (alpha / beta) = -7.030 / -7.030 eV

CARTESIAN COORDINATES (ANGSTROEM)
C -0.31788 2.13043 -0.51476
N -1.30430 2.60899 0.28294
C -0.98578 -0.43434 -0.05667
C -1.79181 -0.93287 -0.97180
O 0.81980 1.87038 -0.10386
H 1.03255 0.27380 -0.17596
H -0.54207 2.20662 -1.59231
H -2.23124 2.72803 -0.08064
H -1.20442 2.46644 1.27575
H -1.25162 -0.26297 0.98160
H -2.83315 -1.15891 -0.79075
H -1.37529 -1.23220 -1.92974
C 1.17041 -1.61688 0.74327
C 1.92482 -1.17562 1.74838
N 0.73745 -0.75549 -0.31488
N 1.01963 -1.31939 -1.49405
H 1.75109 -0.75188 -1.92468
H 0.82975 -2.64133 0.62802
H 2.20052 -0.13840 1.83113
H 2.35154 -1.86441 2.45904

***

Short version: arrangement x is the least stable of them.